1.
The following is a DFT calculation (wB97M-V/def2-TZVPD) of a 11-piece molecular cluster, C52H91F21O26 overall in a non-equilibrium geometry.

Calculated values
Max |F| = 2.20 eV/A
E = -165696.8983 eV
LUMO level = 0.32 eV
Kohn-Sham gap = 9.4 eV
Total charge = 0
Energy above the lowest of the compared OMol25 structures with the same formula, charge and spin = 4.63 kcal/mol
SMILES string = CCOC(=O)C(F)(F)F.CCOC(=O)C(F)(F)F.CCOC(=O)C(F)(F)F.CCOC(=O)C(F)(F)F.CCOC(=O)C(F)(F)F.CCOC(=O)C(F)(F)F.CCOC(=O)C(F)(F)F.COCCOCCOC.COCCOCCOC.COCCOCCOC.COCCOCCOC

Atoms and positions in Å:
C1 2.4816 -2.1133 11.6464
O1 3.2299 -1.4359 10.6901
C2 3.8223 -2.2617 9.7293
C3 4.6639 -1.4477 8.7927
O2 3.9523 -0.3794 8.2011
C4 4.5597 0.0636 7.0123
C5 3.7362 1.1266 6.3116
O3 4.0811 1.0837 4.9379
C6 3.0897 1.7376 4.1794
H1 1.8256 -2.8599 11.1819
H2 1.8895 -1.4345 12.2640
H3 3.0492 -2.6355 12.4354
H4 3.0792 -2.8244 9.1391
H5 4.3877 -3.1155 10.1327
H6 4.9298 -2.1664 7.9983
H7 5.6108 -1.0181 9.1354
H8 4.8556 -0.7827 6.3837
H9 5.5415 0.4992 7.2744
H10 3.8355 2.1303 6.7202
H11 2.7155 0.7392 6.4439
H12 2.1355 1.2065 4.1084
H13 3.4401 1.8704 3.1536
H14 2.8843 2.7524 4.5292
C7 0.4210 3.7526 -2.0527
O4 1.2017 4.6881 -1.3492
C8 2.0612 5.4394 -2.1651
C9 2.7625 6.4776 -1.2804
O5 3.7870 5.9181 -0.5029
C10 5.0059 5.7344 -1.2157
C11 6.0898 5.5930 -0.1794
O6 6.3298 6.7839 0.5274
C12 7.4768 6.6864 1.3390
H15 -0.0812 3.1825 -1.2782
H16 1.0024 3.1859 -2.7864
H17 -0.3742 4.2337 -2.6451
H18 1.5901 5.8492 -3.0648
H19 2.8291 4.7565 -2.5654
H20 1.9866 6.8333 -0.5992
H21 3.0529 7.3389 -1.8886
H22 5.2486 6.5697 -1.8856
H23 4.9131 4.8346 -1.8362
H24 7.0085 5.2982 -0.7100
H25 5.8522 4.7778 0.5147
H26 8.4252 6.5763 0.7962
H27 7.3964 5.7725 1.9431
H28 7.5097 7.5973 1.9294
C13 2.7505 5.5465 5.7496
O7 3.3746 6.4102 4.8204
C14 3.9891 5.7420 3.7250
C15 3.0552 5.6583 2.5259
O8 1.9219 4.8852 2.8675
C16 1.0954 4.6348 1.7595
C17 -0.1075 3.8361 2.1953
O9 0.2057 2.5508 2.6990
C18 -0.9528 1.9489 3.2533
H29 2.3462 6.1314 6.5761
H30 3.5045 4.8510 6.1199
H31 1.8734 5.0619 5.3184
H32 4.1709 4.7033 4.0252
H33 4.9119 6.2711 3.4948
H34 3.6171 5.1782 1.7182
H35 2.7464 6.6463 2.1662
H36 1.6133 4.1155 0.9368
H37 0.7930 5.5420 1.2180
H38 -0.7165 3.6560 1.2973
H39 -0.6479 4.4649 2.9123
H40 -1.6260 1.6595 2.4425
H41 -1.4466 2.5624 4.0081
H42 -0.5763 1.0558 3.7520
C19 -4.2726 -1.7307 -3.6756
O10 -3.1333 -0.9613 -3.3766
C20 -3.3210 0.4267 -3.3856
C21 -1.9824 1.1222 -3.2458
O11 -1.4175 1.1218 -1.9541
C22 -0.7641 -0.0385 -1.5079
C23 -0.2777 0.2744 -0.1090
O12 0.4740 -0.8500 0.3280
C24 0.8499 -0.7705 1.6813
H43 -4.5450 -1.5645 -4.7260
H44 -5.1670 -1.4630 -3.1022
H45 -4.0285 -2.7732 -3.5117
H46 -3.9639 0.7361 -2.5466
H47 -3.8742 0.8171 -4.2522
H48 -2.0730 2.1800 -3.4935
H49 -1.3114 0.6557 -3.9736
H50 0.0969 -0.3467 -2.1163
H51 -1.4177 -0.9176 -1.4755
H52 -1.1219 0.4521 0.5654
H53 0.3931 1.1366 -0.0635
H54 1.2396 0.1918 2.0344
H55 1.4942 -1.5865 1.9792
H56 -0.0880 -0.8206 2.2587
C25 -4.9937 -4.1009 4.5269
C26 -5.7797 -3.1831 3.6264
O13 -4.8690 -2.5238 2.7495
C27 -5.2419 -1.4939 2.0182
O14 -6.2909 -0.9231 2.1261
C28 -4.1401 -0.9951 1.0598
F1 -4.4196 -1.3755 -0.1991
F2 -4.0871 0.3325 1.0977
F3 -2.9566 -1.5245 1.3911
H57 -5.7049 -4.6138 5.1758
H58 -4.2510 -3.6343 5.1705
H59 -4.4653 -4.8215 3.8998
H60 -6.3770 -2.4867 4.2237
H61 -6.5412 -3.6859 3.0264
C29 3.1785 -6.9729 -0.5356
C30 4.4084 -6.6177 0.2867
O15 4.2639 -5.2385 0.6412
C31 5.1931 -4.7347 1.4338
O16 6.2069 -5.2846 1.7283
C32 4.9144 -3.2919 1.8806
F4 3.7886 -2.8144 1.3571
F5 4.8618 -3.2005 3.1944
F6 5.9109 -2.5344 1.4118
H62 3.1672 -6.4364 -1.4841
H63 2.3253 -6.7850 0.1137
H64 3.1111 -8.0222 -0.8262
H65 5.3161 -6.7980 -0.2858
H66 4.3937 -7.2006 1.2076
C33 -0.3173 3.3376 -5.7919
C34 0.4295 4.1066 -6.8802
O17 1.8240 3.8061 -6.8534
C35 2.5956 4.5952 -6.1383
O18 2.2616 5.5298 -5.4935
C36 4.1007 4.2789 -6.2544
F7 4.7430 5.3335 -6.7542
F8 4.5895 3.9957 -5.0426
F9 4.3273 3.2206 -7.0492
H67 -0.1863 2.2555 -5.8431
H68 -1.3996 3.4594 -5.9050
H69 -0.0717 3.7674 -4.8226
H70 0.2828 5.1500 -6.5873
H71 0.0980 3.9381 -7.8998
C37 -1.4649 -0.6789 -6.7908
C38 -0.5543 -1.4403 -5.8570
O19 0.3504 -0.5239 -5.2290
C39 1.6416 -0.7984 -5.2835
O20 2.1546 -1.7538 -5.7716
C40 2.5029 0.3088 -4.6600
F10 3.3945 -0.2122 -3.8325
F11 3.1367 0.9934 -5.5965
F12 1.7544 1.1563 -3.9446
H72 -0.8972 -0.3416 -7.6589
H73 -1.8914 0.2062 -6.3114
H74 -2.3346 -1.2690 -7.0768
H75 -0.0383 -2.2543 -6.3647
H76 -1.1496 -1.9649 -5.1055
C41 0.8383 -3.5613 -1.4961
C42 0.3966 -4.8752 -0.8142
O21 -0.9832 -4.8150 -0.4354
C43 -1.9041 -4.8909 -1.3646
O22 -1.7444 -5.1749 -2.5077
C44 -3.2910 -4.5892 -0.7753
F13 -3.6962 -3.4081 -1.2487
F14 -4.1441 -5.5452 -1.1624
F15 -3.3564 -4.5375 0.5510
H77 0.4146 -2.7385 -0.9233
H78 0.5227 -3.5740 -2.5367
H79 1.9227 -3.5715 -1.3858
H80 1.0416 -4.9717 0.0538
H81 0.5471 -5.7504 -1.4456
C45 -6.4265 -4.7522 -3.1365
C46 -6.6990 -5.8779 -4.1229
O23 -5.7883 -6.9348 -3.9057
C47 -4.5811 -6.8936 -4.4318
O24 -4.2309 -6.0756 -5.2189
C48 -3.6897 -8.0537 -3.9696
F16 -2.8002 -8.3330 -4.9261
F17 -3.0682 -7.7156 -2.8381
F18 -4.4089 -9.1724 -3.7470
H82 -5.3932 -4.4014 -3.1791
H83 -6.6660 -5.0375 -2.1136
H84 -6.9727 -3.8392 -3.3799
H85 -6.6744 -5.4558 -5.1288
H86 -7.7073 -6.2640 -3.9985
C49 -7.5831 -2.1616 -1.2415
C50 -7.7684 -0.9049 -2.0961
O25 -7.1035 0.1706 -1.4378
C51 -7.7546 0.8397 -0.5175
O26 -8.8582 0.5924 -0.1396
C52 -6.9854 2.0216 0.1219
F19 -7.7258 3.1218 -0.0610
F20 -6.7865 1.8331 1.4091
F21 -5.8048 2.1927 -0.4962
H87 -7.9167 -1.9926 -0.2204
H88 -6.5575 -2.5145 -1.3052
H89 -8.2631 -2.8990 -1.6757
H90 -8.8214 -0.6817 -2.2604
H91 -7.3090 -1.0665 -3.0694



2.
The following is a DFT calculation (wB97M-V/def2-TZVPD) of a 13-piece molecular cluster, C52H95N13O5 overall in a non-equilibrium geometry.

Calculated values
Max |F| = 3.03 eV/A
E = -85067.7254 eV
LUMO level = 0.10 eV
Kohn-Sham gap = 8.0 eV
Total charge = 0

Atoms and positions in Å:
N1 -2.4228 3.0980 0.1888
C1 -1.8964 4.1315 0.8829
C2 -2.0209 5.2801 0.0764
C3 -2.7485 4.8609 -1.0624
C4 -3.0272 3.5231 -0.9362
H1 -2.4901 2.1922 0.5427
H2 -1.4949 3.8825 1.8289
H3 -1.7096 6.2778 0.2875
H4 -3.0283 5.5584 -1.8712
H5 -3.4087 2.7950 -1.6169
N2 0.1899 -3.4133 4.3404
C5 0.0266 -4.0873 3.1644
C6 -0.4051 -5.3631 3.4691
C7 -0.4904 -5.4360 4.8838
C8 -0.1118 -4.1977 5.4120
H6 0.5050 -2.4581 4.4138
H7 0.2328 -3.5804 2.2377
H8 -0.6329 -6.1303 2.7467
H9 -0.7205 -6.3619 5.4351
H10 -0.1629 -3.7831 6.4063
N3 3.6777 -4.0580 -2.4266
C9 3.9783 -3.4761 -3.6039
C10 3.5258 -2.1723 -3.5532
C11 2.8557 -2.0518 -2.2553
C12 2.9699 -3.2492 -1.6429
H11 3.6818 -5.0543 -2.2593
H12 4.5444 -4.0563 -4.3669
H13 3.6934 -1.3567 -4.2622
H14 2.3435 -1.1730 -1.9340
H15 2.4887 -3.6820 -0.7711
N4 1.6665 1.3181 5.2593
C13 2.0649 2.5322 4.7997
C14 0.9379 3.2658 4.5138
C15 -0.1937 2.4480 4.7438
C16 0.2977 1.2939 5.3288
H16 2.2935 0.7012 5.7280
H17 3.0734 2.9005 4.6472
H18 0.8931 4.2694 4.0566
H19 -1.2434 2.6763 4.6516
H20 -0.1960 0.4967 5.8455
N5 -4.3930 -3.4681 3.5823
C17 -5.2001 -3.6893 2.4858
C18 -6.3913 -3.1350 2.7456
C19 -6.2875 -2.4938 4.0704
C20 -5.0174 -2.7535 4.5276
H21 -3.4668 -3.7983 3.7928
H22 -4.8424 -4.2722 1.6775
H23 -7.3223 -3.0639 2.1119
H24 -7.1299 -1.9520 4.5140
H25 -4.4545 -2.5931 5.4312
N6 1.8995 3.0226 -5.0872
C21 1.5107 2.1727 -4.1042
C22 1.7747 0.8919 -4.4750
C23 2.4058 0.9519 -5.7193
C24 2.4699 2.2670 -6.0972
H26 1.7682 4.0457 -5.0781
H27 1.0694 2.5960 -3.2203
H28 1.6154 -0.0227 -3.9644
H29 2.8194 0.1696 -6.3223
H30 2.8563 2.7793 -6.9812
N7 -2.3078 -5.0604 -0.8080
C25 -1.7923 -4.1581 0.0618
C26 -0.5292 -3.8584 -0.2740
C27 -0.2423 -4.7171 -1.3914
C28 -1.3410 -5.4199 -1.6996
H31 -3.2176 -5.5172 -0.6910
H32 -2.3816 -3.6504 0.7910
H33 0.1858 -3.1807 0.1217
H34 0.6890 -4.6829 -1.9529
H35 -1.5267 -6.1985 -2.4415
N8 2.5471 3.4552 0.6779
C29 3.6700 4.2065 0.8789
C30 3.4915 5.4285 0.3461
C31 2.1704 5.4637 -0.2380
C32 1.6075 4.2646 0.0514
H36 2.3601 2.5198 1.0039
H37 4.5715 3.8015 1.2734
H38 4.2499 6.2009 0.2680
H39 1.6671 6.2905 -0.7767
H40 0.6010 3.9605 -0.1203
C33 -3.6334 1.6389 -4.5349
C34 -2.1666 1.5741 -4.1766
C35 -1.8753 0.5873 -3.0172
O1 -2.5791 -0.6201 -3.3510
C36 -2.0796 -1.6433 -2.5233
N9 -1.4658 1.0762 -5.3443
H41 -3.7092 2.4629 -5.2510
H42 -4.2280 1.8481 -3.5878
H43 -4.0810 0.7239 -4.8651
H44 -1.7821 2.5619 -3.8289
H45 -2.0940 0.9882 -2.0469
H46 -0.7843 0.4106 -3.0634
H47 -1.0174 -1.8152 -2.6699
H48 -2.4588 -2.6352 -2.6790
H49 -2.3194 -1.4104 -1.4928
H50 -0.4416 1.1966 -5.3808
H51 -1.9068 0.1811 -5.5903
C37 4.8810 -1.6128 2.5319
C38 3.8595 -2.6565 2.2922
C39 4.0847 -3.9422 3.1456
O2 4.0805 -3.6461 4.5625
C40 3.8846 -4.7126 5.4601
N10 2.5475 -2.0681 2.6982
H52 4.8247 -1.3677 3.6132
H53 4.6233 -0.7299 1.9177
H54 5.8651 -1.9589 2.2902
H55 3.7338 -2.8512 1.1914
H56 5.0443 -4.3813 2.8210
H57 3.2981 -4.6256 2.8790
H58 4.7878 -5.3445 5.5844
H59 3.0897 -5.3987 5.1975
H60 3.7154 -4.3275 6.4493
H61 1.9820 -2.8423 2.8894
H62 2.7027 -1.6388 3.6079
C41 -6.4159 2.4489 0.5049
C42 -7.2857 3.4600 -0.3168
C43 -6.6485 3.9231 -1.6296
O3 -7.4492 4.9903 -2.0296
C44 -6.9130 5.5100 -3.2538
N11 -8.5499 2.8357 -0.5729
H63 -7.0046 2.0079 1.3068
H64 -5.4939 2.8087 0.8873
H65 -6.1159 1.6210 -0.1446
H66 -7.4766 4.3456 0.2872
H67 -6.6199 3.1597 -2.3427
H68 -5.6296 4.2062 -1.5012
H69 -7.4767 6.4120 -3.5191
H70 -7.0904 4.8293 -4.0781
H71 -5.8532 5.8031 -3.1334
H72 -8.4649 2.0957 -1.2832
H73 -9.2029 3.5377 -0.9652
C45 0.6027 -0.0270 -0.2087
C46 0.1837 0.8493 0.9635
C47 -1.0799 0.3112 1.6306
O4 -2.2034 0.1853 0.7432
C48 -3.2598 -0.4978 1.2968
N12 1.3065 0.9888 1.8897
H74 1.4387 0.2816 -0.8179
H75 -0.2936 -0.2236 -0.8360
H76 0.8730 -0.9993 0.2661
H77 -0.0543 1.8640 0.5970
H78 -1.3786 1.0102 2.4359
H79 -0.9114 -0.6682 2.0559
H80 -2.9242 -1.3851 1.8252
H81 -3.9362 -0.7506 0.4851
H82 -3.8491 0.1686 1.9822
H83 1.0111 1.5509 2.6764
H84 1.7577 0.0914 2.0746
C49 7.2517 -1.0270 -3.2654
C50 6.8374 0.2377 -2.5874
C51 6.0872 -0.1658 -1.2733
O5 5.4745 0.8569 -0.5193
C52 4.2458 1.3179 -1.1253
N13 7.9641 1.0541 -2.1839
H85 6.4080 -1.6206 -3.5455
H86 7.9075 -1.6521 -2.6238
H87 7.8159 -0.7066 -4.1814
H88 6.1498 0.8107 -3.2339
H89 6.7869 -0.7133 -0.6546
H90 5.3432 -0.9178 -1.5707
H91 4.1671 0.9835 -2.1735
H92 4.3068 2.4262 -1.1763
H93 3.3661 1.0040 -0.4844
H94 8.5825 1.2416 -2.9357
H95 7.6384 1.9412 -1.7684